Below is C44H44CdN4O4 as an isolated structure, with properties calculated with ωB97M-V/def2-TZVPD.

Structure (XYZ):
```
97
Properties=species:S:1:pos:R:3:forces:R:3:lowdin_charge:R:1
Cd -2.131 0.743 -0.606 0.6 0.5 0.1 1.4013
O -1.068 -0.767 3.533 -0.1 0.1 -0.2 0.0100
C -1.142 -0.649 2.310 0.6 -0.4 0.1 -0.6622
O -2.088 -0.078 1.656 -0.5 0.1 -0.4 -0.1636
C -0.003 -1.160 1.425 -0.4 -0.1 0.2 -0.0677
C 1.297 -1.063 1.671 0.0 -0.1 -0.1 0.0671
C 2.411 -1.324 -0.883 -0.2 -0.2 -0.3 -0.0067
C 1.776 -0.737 -1.951 0.1 -0.1 0.2 -0.0730
C 0.590 0.010 -1.895 -0.3 0.3 -0.2 -0.1907
N 0.002 -0.018 -0.601 0.7 0.3 -0.5 -0.0922
C -0.259 0.497 -2.997 0.6 -0.4 0.1 -0.6456
O 0.186 0.575 -4.149 -0.2 0.0 0.1 -0.0282
O -1.494 0.822 -2.691 -0.5 0.1 0.1 -0.2291
H 1.645 -0.880 2.683 0.0 0.1 0.0 0.1372
H 3.277 -1.918 -1.151 0.1 0.0 0.1 0.0963
H 2.202 -0.889 -2.938 0.0 -0.1 0.0 0.1156
C -1.664 2.580 3.620 0.1 0.0 0.0 -0.0653
C -0.334 2.709 2.870 0.0 0.1 0.2 -0.3662
C 0.831 2.947 3.831 0.0 0.0 -0.1 -0.0536
C -0.422 3.784 1.808 0.0 -0.2 -0.1 -0.1324
C -0.536 5.119 2.172 0.0 0.1 0.0 -0.0527
C -0.647 6.121 1.220 0.0 0.0 0.0 -0.0995
C -0.649 5.781 -0.124 0.0 0.1 0.0 -0.0574
C -0.533 4.459 -0.529 0.0 -0.2 -0.1 -0.1618
C -0.507 4.096 -2.000 0.0 0.1 0.0 -0.3731
C -1.899 4.260 -2.619 0.1 -0.1 0.0 -0.0668
C 0.540 4.897 -2.776 0.0 -0.1 0.0 -0.0612
C -0.422 3.446 0.442 0.0 0.5 0.3 -0.2019
N -0.444 2.114 0.029 -0.1 -0.8 0.1 0.0435
C 0.515 1.201 -0.036 -0.2 0.4 0.0 -0.1929
C -0.298 -1.243 -0.010 0.2 -0.6 0.2 -0.3012
N -0.697 -2.173 -0.781 -0.5 0.5 -0.1 0.1973
C -0.901 -3.535 -0.578 0.2 -0.5 0.2 -0.1200
C -1.732 -4.134 0.389 0.0 0.3 -0.1 -0.1340
C -1.823 -5.522 0.452 0.0 -0.1 -0.1 -0.0681
C -1.143 -6.336 -0.433 -0.1 0.0 0.0 -0.1039
C -0.390 -5.748 -1.439 0.0 0.0 0.1 -0.0583
C -0.265 -4.372 -1.533 0.0 0.1 0.0 -0.1278
C 0.457 -3.752 -2.712 -0.1 -0.1 -0.1 -0.3776
C 1.738 -4.486 -3.105 -0.1 0.1 0.1 -0.0764
C -0.524 -3.666 -3.888 0.1 0.1 0.1 -0.0552
C -2.613 -3.323 1.311 0.0 -0.2 0.0 -0.3729
C -4.069 -3.396 0.840 0.1 0.1 0.0 -0.0670
C -2.479 -3.742 2.779 0.0 0.1 -0.1 -0.0633
C 2.438 -1.046 0.653 0.3 0.2 -0.4 -0.3258
C 3.506 -1.962 1.229 0.0 -0.2 0.2 -0.1316
C 4.798 -1.575 1.337 -0.2 0.3 0.0 -0.1861
C 5.218 -0.258 1.055 0.3 -0.1 -0.1 -0.1455
C 4.278 0.738 0.713 0.2 -0.1 0.1 -0.2040
C 4.671 2.084 0.584 -0.2 0.0 0.0 -0.0791
C 3.744 3.071 0.303 0.1 -0.1 0.0 -0.1261
C 2.414 2.764 0.119 -0.2 0.1 -0.1 -0.0634
C 1.947 1.428 0.219 0.5 -0.1 0.3 -0.0731
C 2.887 0.417 0.532 -0.3 0.2 0.4 -0.0322
H -1.636 1.698 4.262 0.0 0.0 0.0 0.0677
H -2.480 2.447 2.909 0.0 0.0 0.1 0.0718
H -1.862 3.470 4.227 0.0 0.0 0.0 0.0683
H -0.155 1.756 2.380 0.0 0.0 -0.1 0.1022
H 0.715 3.891 4.372 0.0 0.0 0.0 0.0623
H 1.773 2.977 3.281 0.0 0.0 0.0 0.0798
H 0.875 2.135 4.560 0.0 0.0 0.0 0.0790
H -0.540 5.384 3.224 0.0 0.0 0.0 0.1011
H -0.722 7.159 1.523 0.0 0.0 0.0 0.0856
H -0.729 6.564 -0.872 0.0 0.0 0.0 0.1000
H -0.243 3.041 -2.083 0.0 0.0 0.0 0.1086
H -2.217 5.306 -2.598 0.0 0.0 0.0 0.0688
H -2.625 3.663 -2.064 -0.1 0.0 -0.1 0.0575
H -1.891 3.910 -3.653 0.0 0.0 0.0 0.0789
H 0.291 5.961 -2.811 0.0 0.0 0.0 0.0625
H 0.601 4.525 -3.801 0.0 0.0 0.0 0.0792
H 1.521 4.789 -2.311 0.0 0.0 0.0 0.0757
H -2.454 -5.975 1.209 0.0 0.0 0.0 0.1016
H -1.222 -7.415 -0.361 0.0 0.0 0.0 0.0862
H 0.097 -6.381 -2.171 0.0 0.0 0.0 0.0977
H 0.722 -2.736 -2.442 0.0 -0.1 0.0 0.0831
H 1.535 -5.476 -3.522 0.0 0.0 0.0 0.0584
H 2.394 -4.596 -2.240 0.0 0.0 0.0 0.0804
H 2.267 -3.905 -3.863 0.0 0.0 0.0 0.0743
H -0.900 -4.658 -4.157 0.0 0.0 0.0 0.0696
H -0.046 -3.214 -4.760 0.0 0.0 0.0 0.0757
H -1.370 -3.037 -3.602 0.0 0.0 -0.1 0.0790
H -2.323 -2.288 1.231 0.1 0.2 0.0 0.0777
H -4.415 -4.432 0.791 0.0 0.0 0.0 0.0688
H -4.161 -2.953 -0.155 0.0 -0.1 0.0 0.0680
H -4.713 -2.839 1.526 0.0 0.0 0.0 0.0714
H -3.095 -4.619 3.003 0.0 0.0 0.0 0.0649
H -2.783 -2.922 3.430 0.0 0.0 0.0 0.0727
H -1.440 -3.978 3.010 0.0 0.0 0.1 0.0882
H 3.182 -2.972 1.457 0.0 0.0 0.0 0.0825
H 5.543 -2.293 1.672 0.0 0.0 0.0 0.0806
H 6.258 0.021 1.180 0.0 0.0 0.0 0.0575
H 5.716 2.337 0.730 0.0 0.0 0.0 0.0882
H 4.062 4.107 0.225 0.0 0.0 -0.1 0.0863
H 1.737 3.559 -0.132 0.0 0.0 -0.1 0.0781
N -5.051 0.103 -0.678 -0.9 1.2 0.0 0.0995
C -4.367 1.052 -0.641 0.2 -0.8 0.0 -0.0630
H -6.044 -0.080 -0.647 0.2 -0.7 0.0 0.0913
```
Positions in Å, forces in eV/Å.

Calculated values
* energy relative to the best compared isomer or geometry (same formula, charge and spin): 22.14 kcal/mol
* charge: -2